1.
A single C5H9NO molecule in a non-equilibrium geometry. Source: the Open Molecules 2025 dataset; level of theory: ωB97M-V/def2-TZVPD.

Last column: Mulliken charge in e.
Positions of all 16 atoms, in Å:
C  -2.1840  -0.2608  -0.2585  -1.447
C  -0.7253  -0.6994  -0.3387  0.847
C  0.1716  0.5058  -0.1381  -0.894
C  2.2126  1.5577  0.1403  -0.737
O  1.5546  0.0887  -0.2719  -0.320
C  -0.3747  -1.6944  0.6845  0.084
N  -0.0117  -2.4196  1.5108  -0.437
H  -2.3774  0.4911  -1.0299  0.377
H  -2.3972  0.1845  0.7184  0.351
H  -2.8527  -1.1073  -0.4142  0.400
H  -0.4937  -1.1291  -1.3187  0.234
H  0.0176  1.2589  -0.9138  0.343
H  0.0061  1.0007  0.8259  0.347
H  2.6846  1.2455  1.0830  0.205
H  2.9794  1.6028  -0.6374  0.224
H  1.7900  -0.6251  0.3581  0.422

DFT total energy ... -325.7416 Eh
Gap between HOMO and LUMO ... 8.13 eV
HOMO energy ... -7.514 eV

2.
A 2-piece molecular cluster, C5H9NO overall in a non-equilibrium geometry. Source: the Open Molecules 2025 dataset; level of theory: ωB97M-V/def2-TZVPD.

Last column: Mulliken charge in e.
Positions of all 16 atoms, in Å:
C  -1.6205  -0.0467  1.1520  -0.997
C  -0.1942  -0.3542  0.6936  -0.608
C  0.5532  0.8608  0.2114  0.894
O  0.9640  1.7246  1.1805  -0.523
C  0.8209  1.1540  -1.0627  -0.940
C  1.4311  -3.1401  -2.3584  -0.182
N  1.0918  -2.0274  -2.2266  -0.046
H  -2.2208  0.3115  0.3115  0.303
H  -2.0990  -0.9452  1.5507  0.344
H  -1.6404  0.7178  1.9360  0.285
H  -0.2180  -1.1118  -0.0914  0.123
H  0.3803  -0.7963  1.5179  0.305
H  0.9146  -1.0606  -2.0466  0.000
H  0.7435  1.3667  2.0492  0.319
H  1.3869  2.0381  -1.3283  0.281
H  0.4002  0.5699  -1.8720  0.443

DFT total energy ... -325.8388 Eh
Gap between HOMO and LUMO ... 9.98 eV
HOMO energy ... -9.328 eV

3.
C5H9NO as an isolated structure. Source: the Open Molecules 2025 dataset; level of theory: ωB97M-V/def2-TZVPD.

Last column: Mulliken charge in e.
Positions of all 16 atoms, in Å:
C  1.5972  -0.0544  -1.8699  -0.887
N  0.9215  0.3157  -0.6326  -0.193
C  0.8017  -0.7025  0.4356  -0.861
C  -0.3626  -0.2905  -0.4974  -0.176
C  -1.0734  -0.1423  0.7421  0.924
O  -1.3390  -1.3065  1.2477  -0.569
C  -1.4130  1.1498  1.4059  -1.244
H  2.6201  0.3288  -1.8375  0.282
H  1.0778  0.4183  -2.7095  0.324
H  1.6293  -1.1423  -2.0314  0.353
H  -0.2079  -1.7268  0.8597  0.468
H  0.9059  -0.1944  1.4026  0.241
H  -0.6609  -1.0948  -1.1717  0.326
H  -1.6541  0.9951  2.4592  0.340
H  -0.5715  1.8422  1.2984  0.337
H  -2.2710  1.6045  0.8988  0.336

DFT total energy ... -325.7043 Eh
Gap between HOMO and LUMO ... 9.68 eV
HOMO energy ... -8.755 eV

4.
A single C5H9NO molecule. Source: the Open Molecules 2025 dataset; level of theory: ωB97M-V/def2-TZVPD.

Last column: Mulliken charge in e.
Positions of all 16 atoms, in Å:
C  -0.0976  2.2447  -0.0660  -1.430
C  -0.5562  0.8798  -0.5472  0.363
C  0.5215  -0.1658  -0.9414  -0.700
N  -0.0663  -1.0615  0.0509  0.147
C  0.4187  -2.2645  0.6741  -0.880
C  -0.9394  -0.1324  0.5456  0.319
O  -1.6624  -0.1459  1.5141  -0.648
H  0.6912  2.1561  0.6896  0.355
H  -0.9342  2.7861  0.3864  0.336
H  0.2896  2.8443  -0.8965  0.359
H  -1.3438  0.9699  -1.3023  0.304
H  0.4955  -0.5371  -1.9716  0.280
H  1.5453  0.1396  -0.6852  0.294
H  0.1803  -2.2108  1.7402  0.327
H  -0.0464  -3.1637  0.2563  0.239
H  1.5043  -2.3388  0.5530  0.336

DFT total energy ... -325.9031 Eh
Gap between HOMO and LUMO ... 10.27 eV
Structure (SMILES) ... C[C@H]1CN(C)C1=O
HOMO energy ... -9.364 eV

5.
A single C5H9NO molecule in a non-equilibrium geometry. Source: the Open Molecules 2025 dataset; level of theory: ωB97M-V/def2-TZVPD.

Last column: Mulliken charge in e.
Positions of all 16 atoms, in Å:
C  -1.4620  -0.2130  -0.7488  -1.546
C  -0.7663  -0.1793  0.6041  0.130
O  -0.5775  -1.4807  1.1345  -0.540
C  0.6178  0.5246  0.5755  0.563
C  1.6965  -0.2706  -0.1675  -1.427
C  0.4938  1.8717  -0.0019  0.084
N  0.3983  2.9133  -0.4983  -0.477
H  -1.6754  0.7989  -1.1042  0.423
H  -2.4155  -0.7463  -0.6618  0.426
H  -0.8483  -0.7183  -1.5046  0.378
H  -1.3990  0.3794  1.3082  0.283
H  -0.8925  -2.1218  0.4849  0.341
H  0.9317  0.6461  1.6196  0.296
H  2.6677  0.2239  -0.0770  0.398
H  1.4657  -0.3590  -1.2338  0.333
H  1.7650  -1.2689  0.2709  0.333

DFT total energy ... -325.9020 Eh
Gap between HOMO and LUMO ... 11.51 eV
Structure (SMILES) ... C[C@@H](O)[C@@H](C)C#N
HOMO energy ... -10.765 eV

6.
A single C5H9NO molecule. Source: the Open Molecules 2025 dataset; level of theory: ωB97M-V/def2-TZVPD.

Last column: Mulliken charge in e.
Positions of all 16 atoms, in Å:
H  -1.0002  -2.9872  0.1420  0.278
N  -1.0770  -2.3179  -0.6270  -0.701
C  -0.3003  -1.3437  -0.4183  0.434
C  -0.1794  -0.1918  -1.3762  -0.371
C  -0.2950  1.1483  -0.6429  -0.650
C  0.5313  1.2085  0.6485  -0.442
C  0.5368  -0.1029  1.4411  -0.488
O  0.5612  -1.2960  0.6481  -0.405
H  0.7871  -0.2772  -1.8911  0.274
H  -0.9693  -0.2960  -2.1228  0.282
H  -1.3494  1.3154  -0.4010  0.315
H  0.0102  1.9650  -1.3052  0.308
H  1.5588  1.5211  0.4368  0.299
H  0.0974  1.9796  1.2976  0.279
H  -0.3410  -0.1575  2.0981  0.317
H  1.4287  -0.1677  2.0723  0.272

DFT total energy ... -325.9020 Eh
Gap between HOMO and LUMO ... 10.92 eV
Structure (SMILES) ... [H]/N=C1/CCCCO1
HOMO energy ... -10.005 eV

7.
C5H9NO as an isolated structure. Source: the Open Molecules 2025 dataset; level of theory: ωB97M-V/def2-TZVPD.

Last column: Mulliken charge in e.
Positions of all 16 atoms, in Å:
C  1.8043  0.1097  0.6776  -1.352
C  0.7385  -0.1261  -0.3806  0.300
N  -0.2258  -1.3162  -0.2467  -0.480
C  -0.9470  -0.5016  0.8112  -0.497
C  -0.6493  0.5366  -0.2936  0.428
O  -1.0271  1.8594  -0.4382  -0.572
C  -1.1104  -0.5780  -1.2274  -0.406
H  2.5805  -0.6601  0.6432  0.345
H  2.2914  1.0742  0.4903  0.328
H  1.4133  0.1407  1.6981  0.268
H  1.1964  -0.1124  -1.3774  0.346
H  -0.3929  -0.5736  1.7442  0.211
H  -2.0092  -0.7202  0.9643  0.242
H  -0.7550  2.3558  0.3429  0.321
H  -0.7546  -0.5871  -2.2616  0.256
H  -2.1531  -0.9010  -1.1461  0.262

DFT total energy ... -325.8084 Eh
Gap between HOMO and LUMO ... 10.29 eV
HOMO energy ... -9.511 eV

8.
A single C5H9NO molecule. Source: the Open Molecules 2025 dataset; level of theory: ωB97M-V/def2-TZVPD.

Last column: Mulliken charge in e.
Positions of all 16 atoms, in Å:
C  0.4634  -2.0249  -0.7602  -1.256
C  -0.7313  -1.1710  -0.4051  0.030
N  -0.9479  -0.5308  0.8932  -0.691
C  -0.7857  0.3143  -0.2915  -0.086
C  0.3441  1.3144  -0.2051  -0.142
C  0.3568  2.1773  0.9853  -0.372
O  1.2922  1.1126  0.8349  -0.455
H  0.2985  -2.4632  -1.7517  0.339
H  0.5723  -2.8620  -0.0603  0.281
H  1.4027  -1.4677  -0.7864  0.340
H  -1.6653  -1.6229  -0.7425  0.356
H  -0.0502  -0.4735  1.3811  0.327
H  -1.6977  0.7785  -0.6693  0.354
H  0.7720  1.7191  -1.1233  0.437
H  0.7835  3.1794  0.9527  0.293
H  -0.4074  2.0206  1.7483  0.245

DFT total energy ... -325.8239 Eh
Gap between HOMO and LUMO ... 10.30 eV
Structure (SMILES) ... C[C@H]1N[C@H]1[C@H]1CO1
HOMO energy ... -9.156 eV

Q: Among the records above, which one has the highest HOMO energy?
A: number 1

Repeat the seventh record exactly.
C5H9NO as an isolated structure. Source: the Open Molecules 2025 dataset; level of theory: ωB97M-V/def2-TZVPD.

Last column: Mulliken charge in e.
Positions of all 16 atoms, in Å:
C  1.8043  0.1097  0.6776  -1.352
C  0.7385  -0.1261  -0.3806  0.300
N  -0.2258  -1.3162  -0.2467  -0.480
C  -0.9470  -0.5016  0.8112  -0.497
C  -0.6493  0.5366  -0.2936  0.428
O  -1.0271  1.8594  -0.4382  -0.572
C  -1.1104  -0.5780  -1.2274  -0.406
H  2.5805  -0.6601  0.6432  0.345
H  2.2914  1.0742  0.4903  0.328
H  1.4133  0.1407  1.6981  0.268
H  1.1964  -0.1124  -1.3774  0.346
H  -0.3929  -0.5736  1.7442  0.211
H  -2.0092  -0.7202  0.9643  0.242
H  -0.7550  2.3558  0.3429  0.321
H  -0.7546  -0.5871  -2.2616  0.256
H  -2.1531  -0.9010  -1.1461  0.262

DFT total energy ... -325.8084 Eh
Gap between HOMO and LUMO ... 10.29 eV
HOMO energy ... -9.511 eV